Record 1
Entry from the Open Molecules 2025 dataset: one molecule with the formula C20H21ClFNO5 (ωB97M-V/def2-TZVPD).

Last column: Löwdin charge in e.
Element x y z (Å)
C: 3.739 3.411 -0.619  -0.06
C: 3.923 2.818 0.775  -0.24
O: 4.127 1.421 0.756  -0.08
C: 3.089 0.571 0.472  -0.17
C: 1.760 0.979 0.401  -0.01
C: 0.734 0.096 0.122  -0.03
C: 1.020 -1.247 -0.089  -0.13
C: -0.026 -2.266 -0.369  -0.44
O: 0.069 -3.429 -0.029  0.07
N: -1.088 -1.811 -1.088  0.08
C: -2.258 -2.623 -1.277  -0.06
C: -3.459 -2.109 -0.503  -0.46
O: -4.605 -2.348 -0.774  0.14
O: -3.076 -1.335 0.517  0.00
C: -4.114 -0.749 1.288  -0.11
C: -4.972 0.197 0.487  -0.15
C: -4.439 0.979 -0.533  -0.21
F: -3.113 0.919 -0.789  0.07
C: -5.205 1.829 -1.308  0.00
C: -6.562 1.919 -1.059  -0.07
C: -7.130 1.173 -0.043  -0.10
C: -6.341 0.325 0.717  -0.60
Cl: -7.087 -0.576 1.982  0.74
C: 2.338 -1.670 0.009  0.07
C: 3.385 -0.794 0.276  -0.17
O: 4.602 -1.391 0.314  -0.03
C: 5.796 -0.680 0.590  -0.25
C: 6.927 -1.698 0.589  -0.06
H: 2.852 3.007 -1.100  0.07
H: 3.642 4.491 -0.546  0.08
H: 4.602 3.175 -1.236  0.08
H: 4.840 3.209 1.226  0.13
H: 3.083 3.083 1.429  0.12
H: 1.508 2.013 0.575  0.11
H: -0.280 0.465 0.108  0.11
H: -1.173 -0.825 -1.276  0.12
H: -2.534 -2.699 -2.334  0.14
H: -2.006 -3.625 -0.906  0.14
H: -3.602 -0.219 2.097  0.15
H: -4.745 -1.538 1.710  0.10
H: -4.731 2.402 -2.089  0.12
H: -7.177 2.573 -1.657  0.11
H: -8.187 1.240 0.163  0.10
H: 2.572 -2.713 -0.130  0.14
H: 5.730 -0.186 1.566  0.12
H: 5.972 0.082 -0.177  0.12
H: 6.985 -2.188 -0.379  0.08
H: 7.871 -1.203 0.797  0.07
H: 6.745 -2.455 1.347  0.08

Calculated values
HOMO energy: -0.302 Eh
structure (SMILES): CCOc1ccc(C(=O)NCC(=O)OCc2c(F)cccc2Cl)cc1OCC
LUMO level: 0.6 eV
Kohn-Sham gap: 8.85 eV
net charge: 0

Record 2
Entry from the Open Molecules 2025 dataset: C6H18CsN3OP as an isolated structure in a non-equilibrium geometry (ωB97M-V/def2-TZVPD).

Last column: Löwdin charge in e.
Element x y z (Å)
Cs: 2.776 2.180 -3.218  1.04
O: 0.915 1.150 -1.405  -0.56
P: 0.282 0.245 -0.351  0.50
N: -1.326 0.244 -0.591  -0.32
C: -2.194 -0.775 -0.032  -0.10
C: -2.038 1.311 -1.252  -0.09
N: 0.675 0.703 1.222  -0.26
C: 2.124 1.181 1.321  -0.07
C: -0.293 1.664 1.838  -0.10
N: 0.880 -1.299 -0.337  -0.30
C: 0.465 -1.984 -1.570  -0.11
C: 1.232 -2.211 0.775  -0.08
H: -2.990 -0.432 0.661  0.09
H: -1.695 -1.548 0.531  0.06
H: -2.780 -1.316 -0.863  0.12
H: -1.406 2.138 -1.420  0.06
H: -2.909 1.572 -0.672  0.09
H: -2.335 1.041 -2.278  0.10
H: 2.196 2.089 0.723  0.07
H: 2.329 1.340 2.320  0.06
H: 2.810 0.402 1.000  0.08
H: -0.045 1.886 2.862  0.08
H: -0.366 2.647 1.305  0.09
H: -1.324 1.395 1.800  0.06
H: 1.355 -2.371 -2.095  0.10
H: -0.264 -2.727 -1.375  0.07
H: -0.148 -1.192 -2.101  0.09
H: 1.871 -3.018 0.408  0.09
H: 0.316 -2.591 1.325  0.10
H: 1.887 -1.723 1.467  0.05

Calculated values
HOMO energy: -0.436 Eh
LUMO level: -3.2 eV
Kohn-Sham gap: 8.70 eV
net charge: +1

Record 3
Entry from the Open Molecules 2025 dataset: one molecule with the formula C11H21NOS in a non-equilibrium geometry (ωB97M-V/def2-TZVPD).

Last column: Löwdin charge in e.
Element x y z (Å)
C: -1.072 3.170 0.489  0.01
C: -1.478 1.993 0.930  -0.12
C: -1.329 -0.666 0.954  -0.05
C: -1.164 0.675 0.281  -0.40
C: -2.297 -0.340 -0.087  -0.44
C: -2.294 -0.971 -1.500  -0.03
C: -3.754 0.029 0.223  -0.04
C: 2.396 -1.211 -0.652  -0.09
C: 3.792 0.492 0.436  -0.11
C: 1.924 -0.693 1.871  -0.04
C: 2.413 -0.193 0.406  -0.69
N: -0.089 0.733 -0.739  -0.13
O: 2.007 2.135 -0.981  -0.46
S: 1.335 1.325 0.009  0.92
H: -1.247 4.016 1.199  0.09
H: -0.416 3.290 -0.297  0.01
H: -1.965 1.840 1.878  0.11
H: -0.559 -1.439 0.694  0.11
H: -1.659 -0.802 1.963  0.11
H: -2.896 -0.301 -2.182  0.10
H: -2.637 -2.007 -1.381  0.09
H: -1.350 -0.855 -1.986  0.05
H: -3.819 0.915 -0.337  0.06
H: -4.046 0.156 1.335  0.11
H: -4.405 -0.757 -0.058  0.06
H: 1.403 -1.576 -0.786  0.06
H: 2.603 -0.486 -1.446  0.08
H: 3.153 -1.953 -0.306  0.12
H: 4.092 0.655 -0.663  0.11
H: 4.542 -0.081 1.066  0.11
H: 3.583 1.476 0.915  0.07
H: 1.833 0.195 2.454  0.06
H: 0.973 -1.239 1.868  0.05
H: 2.656 -1.359 2.268  0.06
H: -0.297 1.461 -1.375  0.07

Calculated values
HOMO energy: -0.300 Eh
LUMO level: 0.8 eV
Kohn-Sham gap: 8.94 eV
net charge: 0

Record 4
Entry from the Open Molecules 2025 dataset: one molecule with the formula C2HN3 in a non-equilibrium geometry (ωB97M-V/def2-TZVPD).

Last column: Löwdin charge in e.
Element x y z (Å)
N: 2.100 0.819 -0.041  0.16
C: 1.025 0.421 0.042  -0.21
C: -0.383 0.192 0.019  -0.27
N: -0.785 -1.209 -0.597  0.15
N: -0.734 -1.080 0.624  0.06
H: -1.223 0.857 -0.047  0.11

Calculated values
HOMO energy: -0.396 Eh
structure (SMILES): N#CC1N=N1
LUMO level: -0.4 eV
Kohn-Sham gap: 10.39 eV
net charge: 0

Which value of net charge does entry 4 give? 0

Among the records above, which one has the highest net charge? C6H18CsN3OP

Number 3 is which compound? C11H21NOS

What is the formula in the third record? C11H21NOS